Record 1
{"formula": "C5H7N2", "method": "the ωB97M-V functional and the def2-TZVPD basis", "mol_weight_g_mol": 95.1, "de_lowest_kcal_mol": 111.17, "lumo_ev": -4.729, "homo_energy_ev": -15.2, "total_charge": 1, "gap_ev": 10.52, "total_energy_ev": -8267.9566, "elements": ["C", "H", "H", "C", "H", "C", "H", "N", "C", "H", "H", "H", "C", "N"], "positions_angstrom": [[-1.62, 1.47, -0.30], [2.27, -1.36, -0.73], [-2.18, 2.09, -0.97], [-2.15, 0.36, 0.47], [-2.82, -0.22, -0.14], [2.77, -0.59, -0.25], [2.81, -1.01, 0.73], [-0.36, 1.62, -0.51], [0.73, 1.31, -0.01], [-1.36, -0.28, 0.73], [3.76, -0.13, -0.69], [-2.70, 0.88, 1.20], [1.84, 0.53, -0.14], [1.91, 1.66, 0.55]], "nbo_charge": [0.308, 0.258, 0.227, -0.688, 0.278, -0.692, 0.289, -0.384, 0.426, 0.229, 0.303, 0.271, 0.339, -0.164]}


Record 2
{"formula": "C5H7N2", "method": "the ωB97M-V functional and the def2-TZVPD basis", "mol_weight_g_mol": 95.1, "de_lowest_kcal_mol": 145.52, "lumo_ev": -4.917, "homo_energy_ev": -14.7, "total_charge": 1, "gap_ev": 9.75, "total_energy_ev": -8266.4669, "elements": ["H", "C", "C", "H", "H", "H", "H", "N", "C", "N", "C", "H", "H", "C"], "positions_angstrom": [[-2.29, -0.37, 0.86], [0.29, -1.22, -0.76], [0.77, 0.28, 0.07], [-2.02, -1.93, 1.49], [0.76, 0.00, 1.17], [-1.04, 1.33, 0.62], [0.45, 2.17, 0.39], [-1.75, -1.25, 0.79], [-0.70, -1.39, 0.01], [1.52, -1.14, -1.40], [-0.13, 1.50, -0.13], [-0.47, 1.62, -1.21], [2.70, 0.46, -1.11], [1.88, -0.05, -0.80]], "nbo_charge": [0.440, 0.107, -0.086, 0.448, 0.266, 0.212, 0.260, -0.767, 0.397, -0.293, -0.624, 0.264, 0.229, 0.147]}


Record 3
{"formula": "C5H7N2", "method": "the ωB97M-V functional and the def2-TZVPD basis", "mol_weight_g_mol": 95.1, "de_lowest_kcal_mol": 144.04, "lumo_ev": -3.536, "homo_energy_ev": -13.9, "total_charge": 1, "gap_ev": 10.40, "total_energy_ev": -8266.5311, "elements": ["C", "H", "H", "H", "C", "N", "H", "C", "N", "C", "H", "C", "H", "H"], "positions_angstrom": [[0.34, -1.20, -0.14], [-2.41, -2.51, 0.85], [2.92, 0.38, 0.64], [-1.87, 1.24, -1.28], [-2.07, -1.51, 0.39], [-0.88, -1.37, -0.46], [3.39, -1.30, 0.46], [-1.91, -0.34, -0.03], [1.41, -0.88, 0.07], [2.73, -0.47, 0.06], [-3.27, 1.36, -0.10], [-2.22, 1.06, -0.29], [3.33, -0.11, -0.87], [-1.83, 1.76, 0.32]], "nbo_charge": [0.743, 0.306, 0.251, 0.262, 0.000, -0.476, 0.262, 0.264, -0.261, -0.481, 0.291, -0.695, 0.271, 0.265]}


Record 4
{"formula": "C5H7N2", "method": "the ωB97M-V functional and the def2-TZVPD basis", "mol_weight_g_mol": 95.1, "de_lowest_kcal_mol": 55.85, "lumo_ev": -6.246, "homo_energy_ev": -15.0, "total_charge": 1, "gap_ev": 8.78, "total_energy_ev": -8270.3553, "elements": ["C", "C", "H", "N", "C", "H", "H", "H", "C", "H", "H", "C", "N", "H"], "positions_angstrom": [[0.35, -0.19, 0.08], [2.17, 0.92, -0.04], [2.99, 1.60, -0.11], [2.53, -0.35, -0.07], [-1.02, -0.64, 0.08], [-2.59, -0.13, -1.06], [0.33, 1.95, 0.25], [1.55, -2.10, -0.01], [-2.26, 0.05, -0.03], [-1.15, -1.77, 0.08], [-2.16, 1.05, 0.19], [1.45, -1.08, -0.01], [0.81, 1.08, 0.03], [-3.00, -0.39, 0.64]], "nbo_charge": [-0.022, 0.311, 0.255, -0.414, 0.166, 0.298, 0.463, 0.242, -0.705, 0.242, 0.230, 0.148, -0.495, 0.282]}